# 1
The following is a quantum chemistry calculation of a 5-piece molecular cluster, C39H44FN6O9S overall at a distorted geometry, from the Open Molecules 2025 dataset.

The geometry in XYZ format:
```
100
Properties=species:S:1:pos:R:3:forces:R:3
S -0.793 -2.582 -4.075 0.475 -0.493 0.005
F -0.483 3.874 -5.152 -0.033 -0.139 0.490
O -1.191 -7.847 -2.204 -0.020 -0.018 0.019
O 1.598 -1.874 11.472 -0.036 -0.019 0.003
O -7.622 1.238 -6.933 -0.033 -0.016 0.018
O 6.856 0.837 8.215 -0.001 -0.031 0.014
O 2.477 -0.741 9.872 0.053 0.034 -0.096
O -1.336 -6.127 -3.481 0.047 0.169 -0.048
O 7.645 2.036 6.613 0.016 0.021 -0.010
O 0.146 2.211 3.177 -0.254 -0.271 0.143
O -6.132 2.323 -5.826 0.049 -0.029 0.007
N 2.497 -1.638 10.694 -0.017 0.018 0.014
N -0.708 -7.025 -2.948 -0.057 -0.039 0.012
N -1.285 1.702 -5.264 0.373 -0.837 0.040
N -6.919 2.204 -6.754 0.047 -0.013 -0.016
N -1.008 0.798 -6.199 -0.099 0.564 0.170
N 6.729 1.526 7.223 0.034 -0.016 0.010
C 1.066 3.207 2.799 0.528 -0.081 -0.109
C 2.814 2.117 5.757 0.041 0.035 -0.029
C -1.115 2.309 2.542 0.241 0.745 -0.376
C 4.756 -2.225 9.907 0.079 0.083 -0.113
C -0.202 0.130 -1.267 0.132 -0.509 -0.555
C 3.695 -2.491 10.753 0.124 -0.060 0.001
C -6.201 5.430 -8.466 -0.109 -0.048 -0.103
C 5.185 2.490 5.565 0.032 0.110 -0.186
C 5.364 1.748 6.717 -0.117 0.019 -0.051
C 3.435 -7.277 -3.713 -0.012 0.002 0.003
C 2.686 -6.260 -4.291 0.030 -0.070 0.055
C -1.091 1.699 1.143 -0.399 -0.447 0.574
C -1.386 3.077 -5.792 -0.356 0.528 -0.948
C 4.300 1.196 7.404 -0.121 -0.151 0.174
C 5.945 -4.062 10.898 -0.019 0.007 -0.001
C 2.822 -8.217 -2.895 0.025 0.085 -0.063
C -6.995 3.307 -7.726 0.007 0.046 -0.010
C -1.457 1.411 -3.975 -0.301 1.064 0.161
C -1.320 0.091 -3.487 -0.131 -0.724 -0.929
C -7.906 4.261 -9.706 0.095 0.084 0.044
C -7.871 3.220 -8.791 -0.149 -0.089 -0.130
C 3.898 2.672 5.085 -0.076 -0.092 0.126
C -6.166 4.396 -7.546 0.224 0.199 0.072
C 1.461 -8.140 -2.646 0.047 -0.159 0.116
C -2.987 2.622 -2.466 0.242 0.134 0.103
C -0.911 -0.432 -5.790 0.206 -0.853 -0.180
C 1.325 -6.177 -4.051 0.031 0.151 -0.099
C -7.072 5.360 -9.547 -0.006 -0.037 0.011
C 0.735 -7.117 -3.226 0.125 0.009 -0.029
C -1.006 0.168 1.198 0.401 0.075 0.102
C -1.784 2.507 -3.022 -0.236 -0.043 -0.076
C -2.801 3.632 -5.771 0.015 -0.126 -0.317
C -1.033 -0.876 -4.463 -0.656 0.952 0.588
C 3.730 -3.530 11.665 -0.053 -0.129 0.150
C 4.866 -4.320 11.733 0.070 0.038 -0.075
C -0.141 -0.505 0.114 -0.446 0.225 0.249
C 3.017 1.383 6.918 -0.064 0.053 -0.105
C 5.889 -3.018 9.985 -0.002 -0.083 0.060
C -1.476 -0.252 -2.046 -0.091 0.461 0.486
H 4.911 -5.134 12.443 -0.015 -0.001 0.011
H -1.061 3.009 -6.825 0.227 -0.298 0.025
H 3.165 -5.531 -4.931 -0.008 0.003 -0.014
H -3.187 3.601 -6.789 -0.013 -0.038 -0.069
H -8.584 4.211 -10.547 -0.014 -0.012 0.001
H 6.729 -2.817 9.335 -0.003 0.028 -0.006
H -1.700 -1.305 -1.922 0.166 -0.184 -0.163
H 3.741 3.246 4.182 0.038 0.036 0.005
H -1.868 1.845 3.175 0.064 -0.159 0.101
H -3.488 3.047 -5.171 -0.035 0.175 0.240
H -3.901 2.290 -2.942 0.029 -0.833 0.354
H 4.709 -1.412 9.199 -0.073 0.029 0.034
H 4.498 -7.338 -3.900 0.002 -0.006 -0.009
H 6.031 2.917 5.048 0.074 -0.045 0.077
H -0.709 -1.168 -6.556 0.033 0.067 -0.149
H 0.654 -0.226 -1.847 0.057 -0.028 -0.004
H -5.502 4.432 -6.697 -0.047 -0.022 0.040
H -7.099 6.165 -10.269 -0.011 0.006 0.000
H -2.320 0.283 -1.614 -0.074 0.082 -0.085
H 3.405 -9.010 -2.448 -0.011 -0.014 0.008
H 0.737 -5.390 -4.500 -0.091 -0.046 0.033
H -2.010 -0.256 1.213 -0.101 0.027 -0.111
H 2.042 2.730 2.714 0.074 0.007 -0.019
H -5.554 6.286 -8.342 -0.009 0.010 0.016
H 0.891 -0.542 0.455 0.102 0.125 -0.044
H 1.810 2.256 5.376 -0.005 -0.020 -0.002
H 2.889 -3.721 12.314 -0.052 0.092 -0.037
H -0.478 -1.539 0.028 0.190 -0.137 -0.039
H -8.513 2.360 -8.910 0.038 -0.046 0.085
H 4.458 0.626 8.306 0.083 0.047 0.017
H 0.849 3.663 1.831 -0.176 -0.027 -0.052
H -0.251 2.144 0.613 -0.010 0.031 -0.175
H -0.564 -0.096 2.159 0.000 -0.098 0.050
H 2.178 0.952 7.447 0.019 -0.009 0.038
H 6.833 -4.677 10.960 0.002 -0.005 -0.003
H -0.120 1.216 -1.258 0.060 0.071 0.181
H -3.060 3.077 -1.487 -0.273 0.857 -0.351
H 1.155 4.005 3.539 -0.243 0.013 0.108
H -2.769 4.678 -5.481 -0.061 -0.001 0.279
H 0.978 -8.867 -2.010 -0.096 0.051 -0.011
H -1.367 3.371 2.439 -0.193 0.030 0.144
H -1.000 3.209 -2.766 0.399 -0.514 0.513
H -2.035 1.982 0.670 0.140 0.206 -0.326
H -2.060 -3.020 -4.167 -0.079 0.264 -0.053
```
Forces are in eV/Å.

Kohn-Sham gap = 6.362 eV
charge = +1



# 2
The following is a quantum chemistry calculation of a 2-piece molecular cluster, C4H11N3O overall at a distorted geometry, from the Open Molecules 2025 dataset.

The geometry in XYZ format:
```
19
Properties=species:S:1:pos:R:3:forces:R:3
O -1.612 1.589 -2.313 0.861 -1.630 1.272
N -0.545 1.219 -0.267 0.147 -0.453 -1.238
N -0.475 -0.672 2.158 0.144 -1.007 0.239
N -0.565 -0.489 -1.804 1.956 0.740 -1.656
C -0.926 0.826 -1.600 -1.238 3.080 1.105
C 1.172 -0.560 0.363 1.182 0.286 -0.592
C 0.028 -1.361 0.950 -0.823 0.079 -0.260
C 0.814 0.941 0.273 -1.256 -0.509 1.684
H 0.778 1.315 1.329 0.122 -0.149 -0.905
H 1.583 1.499 -0.228 0.523 0.377 -0.686
H -1.159 -0.901 -2.541 0.456 0.561 -0.384
H 0.761 0.961 -2.425 -1.557 -2.529 0.349
H 1.422 -0.898 -0.675 -0.129 -0.064 1.109
H -0.800 -1.381 0.161 1.077 -0.562 0.945
H -1.038 0.118 1.875 -0.156 0.004 -0.033
H 0.390 -2.386 1.223 -0.557 0.808 -0.324
H -1.079 -1.319 2.668 0.158 0.400 -0.104
H 2.099 -0.671 1.006 -1.014 0.256 -0.654
H -0.848 2.169 -0.150 0.103 0.314 0.135
```
Forces are in eV/Å.

Kohn-Sham gap = 6.148 eV
energy relative to the best compared isomer or geometry (same formula, charge and spin) = 599.2 kJ/mol
charge = 0



Computed values of E (unit: eV) for the preceding records, in sequence: -82058.107 -10839.001.